# CH5N4OS

A 2-piece molecular cluster, CH5N4OS overall in a non-equilibrium geometry (ωB97M-V with the def2-TZVPD basis set, the OMol25 dataset).

```
12
Properties=species:S:1:pos:R:3:nbo_charge:R:1
C -0.0151 -1.0723 0.6503 0.2791
N 0.1702 -0.1041 -1.3068 -0.6745
N -1.2148 -1.4856 0.4664 -0.7019
N 0.1368 1.6406 0.6112 -0.1459
N 0.7835 -0.2020 -0.0855 -0.3136
O -0.8328 1.7980 -0.2205 -0.5520
S 2.4713 -0.3560 0.1129 -0.4052
H 0.4641 -1.4221 1.5884 0.1735
H 0.7805 0.1706 -2.0046 0.3565
H -0.6927 0.7600 -1.0189 0.3785
H -1.6994 -1.0594 -0.2887 0.3419
H -0.3516 1.3321 1.4959 0.2636
```

Calculated values
Frontier orbital gap in eV: 7.11
ΔE to the lowest compared entry with this formula, charge and spin in kJ/mol: 133.2
Total charge: -1
Energy in hartree: -733.4164
Largest force on an atom in eV/A: 3.43